The following is a DFT calculation (the ωB97M-V functional and the def2-TZVPD basis) of a cluster of 2 separate species, C10H16 in total at a distorted geometry.

Output
Charge: 0
Maximum force (eV/Å): 1.69
Lowest unoccupied orbital energy (eV): 1.0
Energy above the lowest of the compared OMol25 structures with the same formula, charge and spin (kcal/mol): 16.1
Highest occupied orbital energy (hartree): -0.33402

Geometry (Å):
1 C 0.955 1.302 -3.584
2 C -1.155 -1.582 2.588
3 H -0.925 3.154 -1.485
4 H -0.005 1.895 -0.590
5 H -1.537 -2.609 -0.605
6 C -1.714 -2.178 1.452
7 C -0.112 2.449 -1.527
8 C -1.110 -2.037 0.211
9 H 0.910 0.334 -4.085
10 H 1.873 1.436 -3.009
11 H 1.562 -1.304 3.986
12 H -1.521 -1.868 3.566
13 H 0.979 2.079 -4.349
14 H 0.211 -0.184 4.507
15 C -0.286 1.435 -2.689
16 C 0.652 -0.785 1.211
17 H -2.745 -2.510 1.465
18 H 0.859 2.951 -1.587
19 H -0.553 0.496 -2.219
20 C 0.136 -1.423 0.096
21 C 0.842 -0.543 3.696
22 H -1.100 1.775 -3.327
23 C 0.066 -0.931 2.470
24 H 1.615 -0.293 1.155
25 H 1.479 0.335 3.520
26 H 0.623 -1.395 -0.869